C17H18AuF6N4O5Sb as an isolated structure. Source: OMol25; level of theory: wB97M-V/def2-TZVPD.

Geometry as ORCA input:
```
! wB97M-V def2-TZVPD RIJCOSX def2/J DEFGRID3
* xyz 1 2
Au 0.1367 -1.3166 0.1744
N 3.9389 -2.5566 -0.1458
C 4.2521 -1.2072 -0.2226
C 3.0903 -0.5175 -0.1277
N 2.0842 -1.4504 0.0069
C 2.6191 -2.6574 -0.0034
C 1.6848 -3.7394 0.1437
N 0.4091 -3.3885 0.2732
C -0.3213 -4.5511 0.3530
C 0.5463 -5.5952 0.2784
N 1.8105 -5.0649 0.1449
H 4.6043 -3.3143 -0.1813
H 5.2644 -0.8677 -0.3343
H 2.9067 0.5397 -0.1453
H -1.3878 -4.5662 0.4725
H 0.3748 -6.6548 0.3089
H 2.6636 -5.5962 0.0595
F -2.1785 -2.6168 -0.5141
Sb -3.9182 -3.5358 -0.4054
F -4.5737 -2.0849 -1.3956
F -3.3433 -4.4946 -1.9042
F -5.5698 -4.3949 -0.3769
F -3.0984 -4.8371 0.7049
F -4.2518 -2.5632 1.1720
O -0.2381 1.3923 1.6344
C 0.3263 1.5119 0.5920
O 0.4859 0.4810 -0.2797
C 0.9210 2.7676 0.1241
C 1.5207 2.8691 -1.1333
C 2.0832 4.0743 -1.5725
C 2.0077 5.1332 -0.7068
O 2.4729 6.3830 -0.9028
C 2.1394 7.1226 0.2839
O 1.4949 6.2231 1.1919
C 1.4157 5.0314 0.5476
C 0.8600 3.8731 1.0016
H 1.5335 2.0109 -1.7910
H 2.5466 4.1719 -2.5416
H 1.4528 7.9274 0.0183
H 3.0563 7.4995 0.7376
H 0.3997 3.7934 1.9732
C -2.5090 0.5287 -1.0178
C -2.7350 -0.0641 0.3626
C -3.5118 0.7996 1.3314
O -1.5979 -0.5649 1.0151
H -3.4800 0.7995 -1.4267
H -2.0470 -0.2072 -1.6769
H -1.8876 1.4213 -0.9650
H -3.3381 -0.9629 0.1848
H -2.9033 1.6340 1.6727
H -3.8187 0.2096 2.1920
H -4.3933 1.1722 0.8151
*
```

* Kohn-Sham gap (spin up / spin down): 6.598 / 2.703 eV
* E_tot: -2228.6945 a.u.
* HOMO level (spin up / spin down): -10.57 / -10.44 eV